No. 1
Molecular formula: H18HeKrO9
Method: DFT, wB97M-V/def2-TZVPD

XYZ file:
```
29
Properties=species:S:1:pos:R:3
He -0.4850 0.2939 -0.0420
Kr -1.9479 0.6078 -2.6881
O -1.4836 -1.7526 1.2019
H -2.2722 -1.4215 0.7721
H -1.4185 -2.6635 0.9152
O -3.7480 -0.2789 0.2798
H -4.3617 -0.5906 0.9449
H -4.2206 -0.3756 -0.5469
O 2.1426 1.5316 1.6034
H 1.2943 1.9366 1.4227
H 1.9317 0.6289 1.8420
O -1.3757 3.8869 -1.2188
H -1.0894 3.7922 -2.1272
H -2.3274 3.9726 -1.2747
O 3.4963 -1.7967 0.8674
H 2.7046 -1.5993 1.3679
H 3.2958 -2.6157 0.4144
O 1.1501 -0.9203 2.3760
H 1.2289 -1.3886 3.2071
H 0.2784 -1.1492 2.0533
O -0.5096 2.7199 1.4805
H -0.5000 2.9285 0.5464
H -1.4214 2.4962 1.6671
O -0.4743 -2.6555 -3.5281
H 0.4341 -2.9426 -3.6209
H -0.4100 -1.7540 -3.2128
O 3.5220 -0.3785 -1.9148
H 3.5326 0.4566 -1.4471
H 3.0337 -0.9687 -1.3409
```

Properties
- Relative energy (zero: lowest compared OMol25 entry of this formula, charge and spin): 0.266 eV
- Gap between HOMO and LUMO: 0.360 Eh
- Energy: -93728.43662 eV

Atom charges from the Löwdin analysis, given in e for atoms 1 to 8: He 0.147; Kr 0.134; O -0.082; H -0.021; H 0.049; O -0.067; H 0.054; H 0.034



No. 2
Molecular formula: H18HfO9
Method: DFT, wB97M-V/def2-TZVPD

XYZ file:
```
28
Properties=species:S:1:pos:R:3
Hf 0.2072 -0.0816 0.0810
O 0.7986 -0.7992 2.2754
H 0.3411 -1.5163 2.7144
H 1.5385 -0.5998 2.8490
O -1.7370 -0.9098 1.3229
H -2.4620 -1.4469 1.0034
H -1.9411 -0.7553 2.2453
O 0.5620 1.8457 -1.3964
H 1.3298 2.4093 -1.4915
H -0.1171 2.2754 -1.9164
O -0.2983 -2.5501 0.0762
H -0.9347 -2.9235 -0.5335
H 0.1989 -3.3032 0.3953
O 1.0117 -1.1300 -1.8808
H 1.0669 -0.6646 -2.7154
H 1.0290 -2.0564 -2.1210
O -1.7004 1.7605 0.0406
H -2.5545 1.6423 -0.3750
H -1.8210 2.5057 0.6292
O 2.5436 0.4674 -0.2344
H 3.3311 0.2297 0.2550
H 2.8729 0.8548 -1.0454
O -1.6376 -0.4519 -1.4470
H -2.5300 -0.1799 -1.2332
H -1.6888 -0.7506 -2.3550
O 0.7315 1.7587 1.3859
H 0.7539 1.7685 2.3428
H 1.1058 2.6012 1.1284
```

Properties
- 2S+1: 2
- Gap between HOMO and LUMO (spin up / spin down): 0.261 / 0.468 Eh
- Total charge: +3
- Energy: -20001.04129 eV

Atom charges from the Löwdin analysis, given in e for atoms 1 to 8: Hf 1.795; O -0.063; H 0.100; H 0.114; O -0.080; H 0.100; H 0.108; O -0.063



No. 3
Molecular formula: H18NO12
Method: DFT, wB97M-V/def2-TZVPD

XYZ file:
```
31
Properties=species:S:1:pos:R:3
N 0.3757 -0.1330 0.1497
O 0.9825 0.8156 -0.2657
O 0.9124 -1.1832 0.2144
O -0.7356 0.0197 0.5895
O -2.2587 -0.6432 -2.4103
H -1.5983 -1.0959 -2.9348
H -2.1314 -0.9783 -1.5228
O -3.0791 -2.1940 -0.1901
H -3.9531 -2.1358 0.1959
H -2.5074 -1.7611 0.4439
O -1.7990 2.5711 1.1281
H -1.4445 1.7085 0.9126
H -2.6874 2.5613 0.7717
O -1.6373 -1.4953 2.9257
H -0.7792 -1.7922 3.2286
H -1.4430 -0.7893 2.3092
O 1.7714 2.4769 2.3231
H 1.6237 3.3648 1.9973
H 1.6068 1.9134 1.5670
O 3.5116 -0.7275 -0.9430
H 2.6631 -0.5965 -0.5198
H 3.8702 -1.5101 -0.5246
O 1.5420 -3.8149 0.8916
H 2.3243 -3.6611 1.4213
H 1.3054 -2.9502 0.5562
O 2.4978 2.5337 -1.7340
H 1.9154 1.9221 -1.2833
H 3.2604 2.6061 -1.1600
O -1.4162 1.9836 -2.9201
H -0.6045 1.6326 -2.5538
H -2.0881 1.3520 -2.6636
```

Properties
- Relative energy (zero: lowest compared OMol25 entry of this formula, charge and spin): 0.000 eV
- 2S+1: 2
- Gap between HOMO and LUMO (spin up / spin down): 0.320 / 0.148 Eh
- Energy: -26344.84554 eV

Atom charges from the Löwdin analysis, given in e for atoms 1 to 8: N -0.533; O 0.220; O 0.229; O 0.200; O -0.038; H 0.057; H -0.014; O -0.029



No. 4
Molecular formula: H18O12P
Method: DFT, wB97M-V/def2-TZVPD

XYZ file:
```
31
Properties=species:S:1:pos:R:3
O 11.3663 -23.0489 20.3959
H 10.7028 -23.7144 20.1998
H 11.5263 -22.5010 19.6240
H 12.2292 -23.4491 20.5260
O 13.1614 -26.4113 18.5134
H 13.2777 -25.8888 19.3103
H 13.2157 -25.8579 17.7308
H 13.8539 -27.0761 18.5238
P 14.3676 -24.8208 21.2554
O 13.8808 -24.4802 22.7049
O 15.8276 -24.4270 21.1002
O 13.4733 -24.3214 20.0581
O 14.3252 -26.3135 21.2979
O 14.1654 -22.5937 18.2657
H 14.1296 -23.1662 19.0320
H 13.6758 -21.8135 18.5260
O 14.8854 -28.1565 19.4737
H 15.8034 -28.3933 19.3409
H 14.8957 -27.5714 20.2311
O 16.2328 -27.1845 16.6812
H 16.7138 -27.7406 17.2940
H 16.1998 -26.3288 17.1088
O 13.4051 -30.4136 19.1757
H 12.6400 -30.0122 18.7638
H 13.9837 -29.6778 19.3756
O 11.5224 -25.9460 22.2724
H 11.2943 -25.7703 21.3595
H 10.9572 -25.3616 22.7777
O 13.0318 -25.0494 16.3400
H 13.0753 -25.2450 15.4040
H 13.1729 -24.1042 16.3944
```

Properties
- Relative energy (zero: lowest compared OMol25 entry of this formula, charge and spin): 2.250 eV
- Gap between HOMO and LUMO: 0.113 Eh
- Total charge: -1
- Energy: -34150.73175 eV

Atom charges from the Löwdin analysis, given in e for atoms 1 to 8: O 0.296; H 0.154; H 0.147; H 0.028; O 0.239; H 0.051; H 0.051; H 0.083



No. 5
Molecular formula: H18O9
Method: DFT, wB97M-V/def2-TZVPD

XYZ file:
```
27
Properties=species:S:1:pos:R:3
O -1.3523 -2.0227 -2.3864
H -0.7598 -2.7234 -2.1395
H -1.5089 -1.6473 -1.5253
O 2.0858 1.3022 -2.0138
H 1.7115 2.0590 -2.4968
H 1.6539 1.3218 -1.1627
O 0.4233 -0.1566 2.1915
H 0.0349 0.2276 1.3900
H -0.0417 -0.9800 2.4219
O -0.3426 2.9977 1.2450
H 0.4298 2.5146 1.2590
H -0.1868 3.9422 1.3405
O -0.4917 0.8046 -0.4291
H -0.7693 1.6014 -0.0096
H -1.3066 0.2231 -0.4804
O 1.6127 -1.3957 -1.1318
H 1.0739 -0.9961 -0.4648
H 2.3790 -1.4852 -0.5577
O -0.4606 -2.5606 0.5645
H -1.0041 -3.3697 0.4488
H -1.0808 -1.8456 0.4988
O -2.7269 -1.0154 0.0798
H -3.4204 -1.6781 0.0513
H -3.0228 -0.4782 0.8500
O 1.9752 1.8259 0.7625
H 2.4506 1.0394 0.9122
H 2.6446 2.4953 0.7822
```

Properties
- Relative energy (zero: lowest compared OMol25 entry of this formula, charge and spin): 2.800 eV
- SMILES string: O.O.O.O.O.O.O.O.O
- Gap between HOMO and LUMO: 0.360 Eh
- Energy: -18719.33528 eV

Atom charges from the Löwdin analysis, given in e for atoms 1 to 8: O -0.032; H 0.023; H -0.041; O -0.075; H 0.045; H -0.042; O -0.064; H -0.021



No. 6
Molecular formula: H18O9
Method: DFT, wB97M-V/def2-TZVPD

XYZ file:
```
27
Properties=species:S:1:pos:R:3
O 0.3301 0.1189 0.2847
H -0.1109 0.3329 -0.5493
H 1.0621 -0.3641 -0.0663
O -0.9899 2.9999 -1.4573
H -1.9499 2.8949 -1.3403
H -0.9099 3.9819 -1.3683
O 0.4081 -0.6911 2.9547
H 0.5631 -0.4881 1.9967
H 1.2271 -0.3941 3.4107
O -0.9089 -2.4591 0.0577
H -0.5329 -1.5851 0.1717
H -0.1379 -3.0251 0.0067
O 2.2251 -3.2851 0.6907
H 2.4321 -2.4701 0.2677
H 2.6741 -3.2261 1.5227
O -0.5129 0.3769 -2.1683
H 0.2011 -0.0191 -2.6503
H -0.3939 1.2969 -2.1913
O 2.1841 -1.3381 -1.2083
H 1.6891 -2.0101 -1.6433
H 2.8791 -1.1461 -1.7943
O -2.6919 1.1429 0.3617
H -2.6769 0.1629 0.4447
H -3.5759 1.4429 0.6307
O -1.0019 2.8799 1.4767
H -0.1369 2.8269 1.0747
H -1.3449 2.0449 1.0847
```

Properties
- Relative energy (zero: lowest compared OMol25 entry of this formula, charge and spin): 2.342 eV
- SMILES string: O.O.O.O.O.O.O.O.O
- Gap between HOMO and LUMO: 0.364 Eh
- Energy: -18719.79366 eV

Atom charges from the Löwdin analysis, given in e for atoms 1 to 8: O -0.071; H -0.009; H -0.008; O -0.068; H 0.052; H 0.083; O -0.093; H -0.007



No. 7
Molecular formula: H18O9
Method: DFT, wB97M-V/def2-TZVPD

XYZ file:
```
27
Properties=species:S:1:pos:R:3
O 0.5985 3.7288 20.1572
H 1.2201 3.0012 20.1348
H 0.7329 4.1329 21.0144
O 4.5185 0.8857 12.5681
H 3.7894 0.3289 12.8412
H 4.9461 1.1394 13.3860
O 3.6682 -3.0103 13.6857
H 3.2046 -3.8471 13.7194
H 4.0497 -2.9120 14.5580
O 2.5233 0.6050 20.9642
H 2.8023 -0.3077 20.8906
H 2.7634 0.8582 21.8556
O 0.3949 -4.8871 14.6327
H -0.2459 -4.9444 13.9240
H 0.1401 -4.1062 15.1241
O -0.2107 -1.7378 17.0651
H -0.4461 -0.8657 17.3819
H -0.4110 -2.3212 17.7970
O 4.5014 -3.2589 17.3039
H 5.0294 -3.6678 17.9896
H 3.6016 -3.3222 17.6241
O -0.2788 2.0931 13.2819
H -0.0166 1.3989 13.8865
H -0.7712 2.7098 13.8236
O 2.2770 0.5468 16.0066
H 1.7832 -0.2661 16.1144
H 2.3753 0.8876 16.8956
```

Properties
- Relative energy (zero: lowest compared OMol25 entry of this formula, charge and spin): 2.889 eV
- SMILES string: O.O.O.O.O.O.O.O.O
- Gap between HOMO and LUMO: 0.379 Eh
- Energy: -18719.24602 eV

Atom charges from the Löwdin analysis, given in e for atoms 1 to 8: O -0.052; H 0.009; H 0.029; O -0.054; H 0.022; H 0.025; O -0.052; H 0.021



No. 8
Molecular formula: H18O9
Method: DFT, wB97M-V/def2-TZVPD

XYZ file:
```
27
Properties=species:S:1:pos:R:3
O 0.4929 1.4402 -1.7380
H 1.2465 1.4757 -1.0659
H -0.2650 1.8044 -1.2544
O -3.2554 0.0120 -0.0906
H -2.8243 0.8690 0.0072
H -3.6999 0.0819 -1.0096
O -1.4153 -2.2753 -0.1007
H -0.8827 -2.0600 -0.8883
H -2.0660 -1.5401 -0.1324
O -1.6140 2.1731 0.1702
H -0.9193 1.6751 0.7044
H -1.9217 2.9909 0.6600
O 0.4026 1.3671 1.8178
H 0.2952 0.4312 2.0650
H 1.2961 1.3682 1.3813
O 0.0547 -1.4987 1.9437
H 0.1673 -2.2457 2.5714
H -0.4964 -1.8666 1.1421
O 2.3051 -1.3992 0.1043
H 1.9382 -1.4404 -0.8784
H 1.4624 -1.5028 0.6990
O 0.4326 -1.2238 -1.8538
H 0.3567 -0.2106 -1.8428
H 0.5469 -1.4393 -2.8216
O 2.4950 1.2277 0.0505
H 3.3752 1.5400 0.1992
H 2.4928 0.2459 0.1604
```

Properties
- Relative energy (zero: lowest compared OMol25 entry of this formula, charge and spin): 0.573 eV
- SMILES string: O.O.O.O.O.O.O.O.O
- Gap between HOMO and LUMO: 0.431 Eh
- Energy: -18721.56285 eV

Atom charges from the Löwdin analysis, given in e for atoms 1 to 8: O -0.072; H 0.036; H 0.022; O -0.091; H -0.022; H 0.104; O -0.060; H 0.020



No. 9
Molecular formula: H18O9
Method: DFT, wB97M-V/def2-TZVPD

XYZ file:
```
27
Properties=species:S:1:pos:R:3
O -0.1734 0.0708 0.1675
H -0.0386 -0.7511 0.6395
H 0.3102 -0.0405 -0.6510
O 3.0805 -0.9879 -0.9493
H 3.8132 -1.4336 -1.3743
H 3.0153 -1.4008 -0.0882
O 0.0721 1.3188 2.7908
H -0.3048 1.2752 1.9120
H -0.6426 1.0580 3.3717
O -2.4246 -1.1498 2.7413
H -2.2596 -1.7973 2.0559
H -3.3427 -1.2801 2.9786
O 0.7798 -0.7576 -2.2437
H 0.7303 -1.3443 -2.9984
H 1.6839 -0.8346 -1.9388
O -0.4551 2.1640 -2.7936
H -0.1548 2.1682 -3.7024
H -0.2188 1.2960 -2.4667
O 2.5666 1.9681 1.0073
H 3.4358 1.5717 1.0673
H 1.9696 1.2850 1.3126
O -1.5226 -2.3951 -1.5470
H -1.7444 -1.9196 -2.3476
H -0.7115 -1.9878 -1.2428
O -2.7179 1.4859 1.6893
H -2.0913 1.8746 1.0790
H -2.6545 0.5440 1.5309
```

Properties
- Relative energy (zero: lowest compared OMol25 entry of this formula, charge and spin): 2.434 eV
- SMILES string: O.O.O.O.O.O.O.O.O
- Gap between HOMO and LUMO: 0.374 Eh
- Energy: -18719.70110 eV

Atom charges from the Löwdin analysis, given in e for atoms 1 to 8: O -0.028; H 0.049; H -0.012; O -0.015; H 0.068; H 0.068; O -0.056; H -0.026



No. 10
Molecular formula: H18O9
Method: DFT, wB97M-V/def2-TZVPD

XYZ file:
```
27
Properties=species:S:1:pos:R:3
O 1.2846 0.8548 2.9332
H 0.3251 0.8323 3.1051
H 1.6497 0.1617 3.4908
O -0.5054 -2.7114 -0.4879
H -0.6786 -3.6327 -0.7176
H -0.7538 -2.6360 0.4393
O 1.8321 2.7417 0.2409
H 2.4398 2.2949 -0.3527
H 1.1316 2.0823 0.4140
O -0.5475 -0.7353 -2.3254
H -0.6726 -1.5858 -1.8486
H -1.0804 -0.8196 -3.1258
O 1.2579 1.0251 -3.4764
H 1.4546 0.7530 -4.3782
H 0.6435 0.3489 -3.1371
O 2.4180 -1.5634 -1.6890
H 1.4598 -1.4781 -1.6442
H 2.7409 -0.6576 -1.6268
O -1.3414 0.9885 3.7989
H -1.9313 0.9701 3.0263
H -1.4937 1.8486 4.2062
O -2.4664 -0.0885 1.4738
H -3.0582 -0.1395 0.7131
H -2.5432 -0.9467 1.9073
O -0.2745 1.0093 -0.3225
H -0.3425 0.2675 -0.9656
H -0.9482 0.8159 0.3489
```

Properties
- Relative energy (zero: lowest compared OMol25 entry of this formula, charge and spin): 2.368 eV
- SMILES string: O.O.O.O.O.O.O.O.O
- Gap between HOMO and LUMO: 0.327 Eh
- Energy: -18719.76736 eV

Atom charges from the Löwdin analysis, given in e for atoms 1 to 8: O -0.072; H -0.022; H 0.027; O -0.021; H 0.075; H 0.065; O -0.087; H 0.016